Density functional theory data (wB97M-V/def2-TZVPD) for C32H31AsBiF3IOSTe as an isolated structure.

Results
Orbital gap, eV: 7.90
E, eV: -136788.60938
Energy above the lowest of the compared OMol25 structures with the same formula, charge and spin, eV: 0.0465
Net charge: +1
Molecular weight, g/mol: 1059.07
LUMO level, eV: -2.92

Each line ends with the Mulliken charge.
Geometry (Å):
Bi 2.09 0.62 0.70  1.176
I 3.92 2.36 -0.64  -0.365
O 0.56 -1.34 1.49  0.042
S -0.75 -1.98 1.89  -0.137
C -1.16 -3.08 0.54  0.191
C -2.23 -3.96 0.70  -0.570
C -2.54 -4.81 -0.35  -0.607
C -1.80 -4.79 -1.52  -0.578
C -0.73 -3.91 -1.65  -0.699
C -0.41 -3.04 -0.62  0.372
C -2.06 -0.79 1.69  0.672
C -2.81 -0.47 2.81  -0.568
C -3.86 0.43 2.68  -0.630
C -4.15 1.00 1.45  -0.633
C -3.38 0.68 0.33  -0.556
C -2.34 -0.23 0.45  -0.187
H -2.80 -3.98 1.62  0.437
H -3.37 -5.50 -0.24  0.411
H -2.05 -5.47 -2.33  0.429
H -0.15 -3.90 -2.57  0.492
H 0.41 -2.34 -0.71  0.357
H -2.59 -0.92 3.77  0.468
H -4.46 0.68 3.55  0.404
H -4.97 1.69 1.35  0.417
H -3.61 1.11 -0.63  0.497
H -1.74 -0.50 -0.41  0.093
C -0.11 3.85 -0.46  -0.939
As 0.59 3.11 1.18  0.107
C -0.96 3.07 2.34  -0.663
C 1.63 4.57 1.92  -1.101
H -0.57 4.82 -0.27  0.503
H -0.84 3.16 -0.88  0.189
H 0.71 3.97 -1.17  0.310
H -1.46 4.03 2.33  0.443
H -0.64 2.83 3.36  0.416
H -1.65 2.30 2.00  -0.130
H 1.01 5.46 1.98  0.388
H 2.48 4.76 1.28  0.333
H 1.98 4.30 2.91  0.370
C 5.46 -1.15 0.50  -1.080
Te 3.69 -1.96 -0.41  0.066
C 3.39 -2.73 1.56  -0.740
C 4.01 -1.69 2.45  0.530
C 3.57 -1.48 3.75  -0.593
C 4.14 -0.47 4.52  -0.668
C 5.16 0.32 4.00  -0.631
C 5.60 0.10 2.70  -0.563
C 5.03 -0.90 1.92  0.694
H 5.76 -0.25 -0.02  0.401
H 6.24 -1.90 0.42  0.424
H 3.90 -3.70 1.62  0.572
H 2.32 -2.86 1.73  0.092
H 2.77 -2.09 4.16  0.458
H 3.80 -0.31 5.54  0.426
H 5.60 1.10 4.60  0.441
H 6.38 0.73 2.28  0.449
F -3.51 1.94 -7.08  -0.275
C -3.65 0.85 -6.32  0.834
F -3.56 -0.22 -7.13  -0.251
F -4.91 0.85 -5.83  -0.251
C -2.64 0.78 -5.21  0.329
C -1.76 1.83 -4.98  -0.704
C -0.85 1.74 -3.94  -0.564
C -0.82 0.61 -3.13  0.593
C -1.71 -0.44 -3.37  0.002
C -2.62 -0.35 -4.40  -1.081
C 0.10 0.55 -2.02  0.381
C 0.85 0.55 -1.08  -1.182
H -1.78 2.70 -5.62  0.485
H -0.15 2.55 -3.76  0.530
H -1.68 -1.32 -2.74  0.303
H -3.30 -1.17 -4.60  0.419